[1]
Computed, not measured: the molecule CH4FNO in a non-equilibrium geometry, with ωB97M-V with the def2-TZVPD basis set.

Structure (XYZ):
```
8
Properties=species:S:1:pos:R:3
F -1.8700 0.2266 0.8023
O 0.4242 0.4295 0.5131
N -0.5506 -0.3967 1.0585
C 0.6008 0.0183 -0.8729
H 0.9804 -1.1245 -0.9978
H -0.5183 -0.1938 2.2545
H 1.2159 0.7385 -1.3945
H -0.2824 0.3021 -1.3631
```

As for the HOMO-LUMO gap: 11.38 eV. The value obtained for the energy relative to the best compared isomer or geometry (same formula, charge and spin) is 419.4 kJ/mol. Its SMILES is CONF.

Here are the Mulliken charges for atoms 1 to 4, given in e: -0.24 -0.18 -0.17 -0.50

[2]
Computed, not measured: a cluster of 2 separate species, C5H9O5 in total in a non-equilibrium geometry, with ωB97M-V with the def2-TZVPD basis set.

Structure (XYZ):
```
19
Properties=species:S:1:pos:R:3
O 0.2153 -2.3521 -0.8974
O -0.5258 4.4736 1.6359
O 0.1733 3.4510 1.0799
O -0.1082 1.0287 -1.2164
O -2.2408 0.8921 0.4406
C 2.0369 -0.6264 -1.2493
C -1.5625 -0.3119 0.1970
C 0.8016 -1.0490 -0.5535
C -0.2528 0.0330 -0.5335
C 0.7938 -2.1917 0.3922
H 1.7667 -0.0656 -2.1474
H 2.5503 0.0943 -0.6093
H -1.4865 4.2151 1.7627
H -2.1386 -0.9590 -0.4961
H 0.0740 -2.2454 1.1883
H -3.0909 0.6288 0.8360
H 2.6391 -1.4981 -1.5110
H -1.4090 -0.8486 1.1538
H 1.7641 -2.6686 0.5274
```

As for the HOMO-LUMO gap (alpha / beta): 6.53 / 7.86 eV. The value obtained for the energy relative to the best compared isomer or geometry (same formula, charge and spin) is 380.3 kJ/mol. The spin multiplicity is 4.

Here are the Mulliken charges for atoms 1 to 4, given in e: -0.49 -0.23 -0.13 -0.39

[3]
Computed, not measured: a structure of composition C15H31NO2P2Pt in a non-equilibrium geometry, with ωB97M-V with the def2-TZVPD basis set.

Structure (XYZ):
```
52
Properties=species:S:1:pos:R:3
Pt -0.3954 0.2146 0.6120
P 2.4376 0.0096 -1.8074
P 0.7806 -1.0769 3.2634
O 3.0082 0.2882 -0.4539
O 6.2649 0.1668 -0.9335
N 5.4622 -0.2099 -0.1536
C 2.2410 0.0112 2.1353
C 3.5901 -0.7851 -2.9068
C -3.1010 -0.8837 -0.1328
C -2.0242 0.9798 1.3651
C -0.0262 -2.7137 2.7189
C -1.8601 0.5733 -1.7917
C 2.0804 1.6346 -2.5296
C -1.9691 2.6621 -0.4691
C -3.1393 -0.0233 -1.4655
C -2.2454 -0.4688 0.9821
C 0.0756 -1.2709 -0.7464
C 0.9314 -1.0266 -1.9114
C -0.5763 -0.3508 4.1804
C -2.8299 2.0359 0.6292
C -1.1865 1.5455 -1.0894
H -0.9814 -1.0145 -1.0380
H -0.4277 -0.3381 5.2606
H 2.7754 0.1395 3.1192
H -2.8538 -1.9123 -0.3899
H -4.1019 -0.9083 0.2604
H 1.6202 1.5174 -3.5164
H -1.8622 1.3151 2.4136
H 2.3192 1.0588 1.6908
H -1.4236 0.2056 -2.7129
H 3.3514 -0.4180 -3.9161
H 4.5861 -0.4864 -2.5526
H -1.5712 -0.7015 3.9044
H 0.2005 -2.2827 -0.2543
H -3.4115 -0.7060 -2.2944
H 0.2496 -0.6675 -2.6957
H 1.2331 -2.0684 -2.1759
H -0.2399 1.8700 -1.5090
H 0.2868 -2.9116 1.6781
H -3.7577 1.6444 0.2108
H -3.1714 2.8042 1.3343
H -2.5937 3.2554 -1.1561
H -1.1337 -2.6487 2.8158
H -0.5955 0.7113 3.9823
H 2.8010 -0.7371 1.5364
H 3.4903 -1.8687 -2.7820
H -1.9414 -1.1932 1.7035
H 3.0326 2.1860 -2.4773
H 0.3183 -3.5271 3.3864
H -1.2619 3.3589 -0.0111
H -3.9590 0.7073 -1.4244
H 1.5043 2.3043 -1.8858
```

As for the HOMO-LUMO gap (alpha / beta): 5.81 / 5.96 eV. The value obtained for the energy relative to the best compared isomer or geometry (same formula, charge and spin) is 208.7 kJ/mol. The charge is +2. The spin multiplicity is 5.

Here are the Mulliken charges for atoms 1 to 4, given in e: 0.69 0.97 0.37 -0.65

[4]
Computed, not measured: the ion C4H6Cl2N3 with charge +1 in a non-equilibrium geometry, with ωB97M-V with the def2-TZVPD basis set.

Structure (XYZ):
```
15
Properties=species:S:1:pos:R:3
Cl -0.5371 1.3301 -1.6323
Cl 2.0167 -2.4442 -0.7458
N -1.5476 -0.1614 0.8621
N -0.5701 -1.8007 -0.5885
N 1.0362 -0.1902 -0.0262
C 0.7025 -1.3922 -0.5204
C 0.3681 2.1563 0.6790
C 0.1243 0.9314 -0.0914
C -1.6315 -1.1678 0.1672
H 1.9808 -0.0834 0.2531
H -0.8831 -2.6113 -1.1362
H -2.4770 -1.8355 0.2549
H -0.5878 2.6986 0.8155
H 1.1963 2.5852 -0.0058
H 0.8093 1.9850 1.7148
```

As for the HOMO-LUMO gap (alpha / beta): 8.26 / 8.25 eV. The value obtained for the energy relative to the best compared isomer or geometry (same formula, charge and spin) is 287.9 kJ/mol. The charge is +1.

Here are the Mulliken charges for atoms 1 to 4, given in e: -0.05 -0.07 -0.42 -0.11

[5]
Computed, not measured: a cluster of 7 separate species, C2H17O6S in total in a non-equilibrium geometry, with ωB97M-V with the def2-TZVPD basis set.

Structure (XYZ):
```
26
Properties=species:S:1:pos:R:3
S -1.0229 -0.4794 -1.9747
O 2.5531 -0.2232 0.3662
O 2.0916 -0.2895 -2.3623
O 0.9279 2.8438 -0.7161
O 1.4483 -2.3686 1.5493
O -1.7808 2.6836 -1.5885
O 0.5371 -1.0380 3.8335
C -1.4690 -1.1117 -0.3131
C -2.5207 -0.1425 0.3019
H -2.9353 -0.4369 1.2612
H 0.7789 -1.6318 3.1047
H 1.3799 -0.9230 -2.2261
H -1.0169 2.1456 -1.8359
H -0.4888 -0.9943 0.1903
H 1.9641 0.3803 0.8084
H -1.7080 -2.1790 -0.3206
H -3.2908 -0.0621 -0.4529
H -2.0139 0.8357 0.3649
H 1.6108 0.5030 -2.6229
H 0.1066 3.0786 -0.2885
H 1.0911 1.9080 -0.8416
H 2.6364 0.0362 -0.5792
H 0.7000 -2.6569 1.0576
H -2.4318 2.0560 -1.2506
H 2.0241 -1.7577 1.0276
H 0.8293 -0.1763 3.5076
```

As for the HOMO-LUMO gap: 6.90 eV. The value obtained for the energy relative to the best compared isomer or geometry (same formula, charge and spin) is 111.0 kJ/mol. The charge is -1.

Here are the Mulliken charges for atoms 1 to 4, given in e: -0.76 -0.67 -0.72 -0.67

[6]
Computed, not measured: a structure of composition C14H52F2NO18S2Y in a non-equilibrium geometry, with ωB97M-V with the def2-TZVPD basis set.

Structure (XYZ):
```
90
Properties=species:S:1:pos:R:3
Y -1.1743 -1.6982 -3.1207
S 0.6848 -1.6302 -0.1241
S -0.7457 0.1945 -0.1494
F 1.0441 -2.7971 -1.1048
F -1.7908 1.0805 -1.0047
O -1.0943 0.4329 -4.4675
O -5.3413 -1.1003 -0.7826
O 3.1679 4.6353 2.1351
O 2.0377 -1.0858 -0.0204
O 0.0608 -2.4438 0.9260
O -1.6727 -0.2318 0.8917
O 1.8996 1.7516 -3.4156
O -2.6268 -3.8877 3.7425
O 3.9327 -4.2411 -0.2527
O 4.6782 -0.3531 0.1559
O -2.9133 4.0230 -1.6150
O 1.5068 4.4110 -2.7598
O 4.1374 -3.8178 2.5893
O -1.3515 -3.7802 -1.9106
O 0.2412 1.2226 0.1857
O -3.4348 -0.9535 -3.0170
O 1.1819 0.1583 3.6855
O -1.8576 3.3925 0.8697
N -0.4234 -0.8762 -1.2264
C 1.8805 4.1156 1.7451
C -4.3285 3.9829 -1.5203
C -3.5619 0.3418 -3.6282
C -1.9096 -2.7081 3.4430
C 3.3201 -5.4809 -0.4658
C -5.0561 -0.6230 0.5483
C 0.2760 4.2651 -2.0060
C -2.2924 -3.9691 -0.8658
C 5.4714 -1.1444 1.0754
C 2.5535 -0.0682 3.3464
C 2.5891 1.1146 -2.3612
C 2.8668 -3.9703 3.1184
C -1.9457 4.7363 1.2125
C -2.2850 1.1229 -4.1605
H -1.8391 -4.1384 0.1110
H 4.9536 -1.3093 2.0202
H 2.8541 -1.0764 3.6312
H 2.8422 -3.3460 4.0116
H 0.3928 4.7560 -1.0398
H -2.8269 -3.0193 -0.8471
H -1.9293 1.8566 -3.4371
H -4.1244 0.2085 -4.5523
H 2.2478 -5.3071 -0.5551
H 1.0971 4.5138 2.3899
H 1.6166 4.2772 0.6999
H 6.3747 -0.5748 1.2938
H -2.4921 3.7000 -0.8151
H -2.2973 -2.1564 2.5866
H -2.9916 -4.7521 -1.1589
H 2.8503 0.0856 2.3089
H 3.0891 0.7107 3.8892
H 3.4379 -6.1297 0.4021
H -0.9037 -2.9965 3.1376
H 2.1859 1.4671 -1.4118
H 5.7312 -2.1271 0.6818
H 3.6324 -5.9162 -1.4151
H -4.6634 -0.9130 -1.4360
H -0.9527 -4.6509 -1.9766
H -1.3480 5.3292 0.5203
H -4.3266 -1.2529 1.0574
H -2.5137 1.7847 -4.9958
H 2.0718 -3.7103 2.4196
H -4.7550 4.8999 -1.1138
H -1.8076 -2.1010 4.3424
H -1.5931 5.0196 2.2042
H -2.9287 5.1945 1.1034
H 1.5431 5.2303 -3.2587
H 2.7262 -4.9671 3.5362
H 0.0421 3.2243 -1.7820
H -1.4563 2.9751 1.6354
H -4.6398 3.2245 -0.8020
H 3.7388 4.6230 1.3634
H -0.5792 4.6216 -2.5802
H 4.0799 -3.8889 -1.1335
H 2.5151 0.0305 -2.4463
H 1.7335 2.6306 -3.0673
H 3.8464 -0.8109 0.0141
H 0.9736 -0.3072 4.4988
H 1.8173 3.0342 1.8656
H -3.2569 -4.0193 3.0303
H 3.9778 -4.0134 1.6631
H -4.5966 0.3591 0.4366
H -4.8349 3.7127 -2.4470
H 3.6232 1.4562 -2.4069
H -5.9954 -0.6098 1.1012
H -4.0667 1.0475 -2.9685
```

As for the HOMO-LUMO gap: 5.75 eV. The value obtained for the energy relative to the best compared isomer or geometry (same formula, charge and spin) is 244.2 kJ/mol.

Here are the Mulliken charges for atoms 1 to 4, given in e: 1.48 0.62 0.34 -0.36

[7]
Computed, not measured: a cluster of 2 separate species, C6H13N in total in a non-equilibrium geometry, with ωB97M-V with the def2-TZVPD basis set.

Structure (XYZ):
```
20
Properties=species:S:1:pos:R:3
N -2.7177 -0.1201 0.1806
C 4.0145 0.0963 0.1495
C -1.7081 -1.1529 0.0936
C -0.4978 -0.6588 -0.6867
C 0.2239 0.4809 -0.0307
C 1.6158 0.6894 -0.4464
C 2.6763 0.2366 0.3700
H -3.2806 -0.4561 0.9675
H -0.3921 1.3941 -0.1357
H 2.3415 -0.1712 1.3336
H -0.7937 -0.5110 -1.7352
H 0.2473 -1.4902 -0.5918
H -4.5770 2.0350 0.3377
H 0.3158 0.3448 1.0546
H 4.4085 0.4320 -0.8078
H -4.9277 1.5670 -0.1386
H 4.6779 -0.2221 0.9333
H 1.8450 0.8746 -1.5000
H -2.1514 -2.0398 -0.4605
H -1.3202 -1.3286 1.1128
```

As for the HOMO-LUMO gap: 3.46 eV. The value obtained for the energy relative to the best compared isomer or geometry (same formula, charge and spin) is 689.6 kJ/mol.

Here are the Mulliken charges for atoms 1 to 4, given in e: -0.55 -0.80 -0.55 -0.43

> Which value of energy relative to the best compared isomer or geometry (same formula, charge and spin) does entry 1 give?

419.4 kJ/mol

> Which formula does entry 4 have?

C4H6Cl2N3

> Which of these has the lowest energy relative to the best compared isomer or geometry (same formula, charge and spin)?

C2H17O6S

> The highest energy relative to the best compared isomer or geometry (same formula, charge and spin) belongs to which entry?

C6H13N